Entry 1:
{"formula": "C47H57BrF6O8P3", "method": "the ωB97M-V functional and the def2-TZVPD basis", "symbols": ["C", "C", "O", "P", "O", "C", "C", "P", "O", "C", "C", "C", "C", "C", "Br", "P", "O", "O", "O", "O", "O", "C", "C", "H", "H", "H", "H", "H", "H", "H", "H", "H", "H", "H", "H", "H", "H", "H", "H", "H", "H", "H", "H", "H", "H", "H", "H", "H", "H", "H", "F", "C", "C", "C", "C", "C", "C", "H", "H", "H", "H", "H", "F", "C", "C", "C", "C", "C", "C", "H", "H", "H", "H", "H", "F", "C", "C", "C", "C", "C", "C", "H", "H", "H", "H", "H", "F", "C", "C", "C", "C", "C", "C", "H", "H", "H", "H", "H", "F", "C", "C", "C", "C", "C", "C", "H", "H", "H", "H", "H", "F", "C", "C", "C", "C", "C", "C", "H", "H", "H", "H", "H"], "positions_angstrom": [[-2.673, -6.635, 2.121], [-2.422, -5.197, 1.508], [-3.703, -4.586, 1.307], [-3.545, -3.069, 0.586], [-2.414, -2.988, -0.395], [-3.445, -1.868, 2.014], [-2.280, -0.835, 1.894], [-0.531, -1.561, 2.169], [-0.099, -0.880, 0.602], [0.302, 0.454, 0.746], [0.966, 0.626, 2.199], [0.944, 2.157, 2.375], [1.310, 2.696, 3.796], [0.123, 3.385, 4.541], [2.093, 1.371, 5.031], [2.712, -0.025, 1.874], [3.652, 1.145, 2.135], [3.153, -1.257, 2.875], [2.946, -0.595, 0.344], [0.123, -0.136, 3.001], [-4.964, -2.772, -0.273], [-5.207, -3.799, -1.238], [-4.518, -3.544, -2.614], [-2.531, -7.379, 1.321], [-1.977, -6.800, 2.956], [-3.695, -6.670, 2.528], [-1.828, -5.283, 0.589], [-1.810, -4.663, 2.256], [-3.459, -2.392, 2.984], [-4.404, -1.310, 1.957], [-2.465, -0.016, 2.623], [-2.397, -0.358, 0.904], [-0.910, -2.863, 1.692], [-0.908, -2.001, 3.507], [0.812, -2.094, 2.224], [0.871, 0.849, -0.114], [-0.636, 1.058, 0.723], [1.599, 2.653, 1.646], [-0.077, 2.486, 2.135], [2.081, 3.472, 3.658], [-0.514, 3.860, 3.781], [0.566, 4.127, 5.228], [-0.404, 2.637, 5.149], [3.030, -0.953, 3.777], [3.245, 0.163, -0.161], [-4.922, -4.806, -0.895], [-6.299, -3.799, -1.409], [-3.582, -4.122, -2.660], [-4.337, -2.488, -2.851], [-5.188, -3.945, -3.400], [-3.754, -7.648, -1.355], [-3.482, -7.741, -2.662], [-4.394, -8.346, -3.509], [-4.116, -8.413, -4.868], [-2.930, -7.884, -5.364], [-2.022, -7.285, -4.500], [-2.299, -7.209, -3.143], [-5.310, -8.757, -3.104], [-4.826, -8.876, -5.541], [-2.715, -7.939, -6.423], [-1.096, -6.878, -4.883], [-1.606, -6.739, -2.456], [4.325, 3.737, 11.037], [4.759, 3.585, 9.767], [3.973, 2.898, 8.859], [4.422, 2.748, 7.554], [5.651, 3.276, 7.176], [6.429, 3.962, 8.099], [5.981, 4.122, 9.403], [3.023, 2.487, 9.175], [3.814, 2.218, 6.830], [6.000, 3.153, 6.158], [7.387, 4.371, 7.806], [6.570, 4.658, 10.136], [-2.997, -4.536, -6.987], [-1.690, -4.235, -7.099], [-0.897, -4.228, -5.966], [0.452, -3.922, -6.085], [0.989, -3.618, -7.331], [0.178, -3.625, -8.460], [-1.169, -3.941, -8.345], [-1.334, -4.458, -5.003], [1.084, -3.919, -5.206], [2.041, -3.375, -7.421], [0.595, -3.384, -9.429], [-1.814, -3.959, -9.214], [-0.051, 4.119, 0.612], [0.284, 4.942, -0.395], [-0.594, 5.113, -1.449], [-0.246, 5.967, -2.487], [0.975, 6.631, -2.462], [1.848, 6.444, -1.398], [1.500, 5.599, -0.353], [-1.536, 4.580, -1.454], [-0.928, 6.115, -3.315], [1.246, 7.293, -3.275], [2.801, 6.957, -1.381], [2.164, 5.446, 0.489], [-3.320, -0.732, -13.364], [-3.166, -0.648, -12.029], [-2.137, 0.118, -11.514], [-1.984, 0.207, -10.136], [-2.852, -0.477, -9.294], [-3.878, -1.247, -9.827], [-4.042, -1.331, -11.203], [-1.467, 0.638, -12.187], [-1.187, 0.810, -9.720], [-2.727, -0.410, -8.221], [-4.551, -1.784, -9.170], [-4.840, -1.919, -11.637], [6.011, 6.541, 7.014], [5.805, 7.678, 7.703], [5.430, 7.617, 9.033], [5.224, 8.798, 9.733], [5.386, 10.023, 9.097], [5.758, 10.068, 7.759], [5.975, 8.890, 7.057], [5.299, 6.656, 9.508], [4.937, 8.763, 10.776], [5.221, 10.943, 9.645], [5.880, 11.022, 7.262], [6.273, 8.906, 6.017]], "forces_ev_per_angstrom": [[0.06, 1.04, -0.65], [0.45, -1.82, 1.41], [0.10, 1.93, -1.30], [1.22, 0.31, -0.86], [-1.42, -0.51, 1.14], [-0.61, 0.39, -0.60], [-0.87, 0.26, 0.05], [-0.09, -1.41, 0.12], [1.15, 0.61, 0.03], [-1.42, -0.34, 0.08], [-1.23, -0.72, -3.07], [0.30, -0.48, 1.56], [-0.46, 0.99, -0.43], [1.08, -0.55, -0.05], [-0.12, 0.23, -0.17], [2.47, 1.69, 1.65], [-1.16, -1.28, -0.97], [-0.62, 0.43, -1.93], [-0.58, -0.41, 1.88], [0.70, 1.66, -0.04], [1.43, -1.11, 2.06], [-0.50, 0.17, -1.52], [-0.33, -0.75, 0.06], [-0.22, 0.02, 0.56], [-0.11, -0.13, -0.39], [0.32, -0.11, -0.24], [-0.40, 0.30, 0.12], [-0.45, 0.28, -0.51], [0.19, -0.12, -0.47], [0.32, -0.29, 0.10], [0.02, -0.57, -0.15], [0.31, -0.27, 0.28], [-0.33, 0.42, -0.54], [0.09, 0.02, -0.08], [-0.04, -0.02, 0.34], [0.28, -0.46, 0.30], [0.42, 0.17, 0.37], [-0.03, -0.50, 0.23], [0.24, -0.30, 0.33], [-0.03, -0.62, 0.24], [0.03, -0.06, 0.46], [-0.45, -0.15, -0.24], [-0.20, 0.33, -0.41], [-0.19, 0.20, 0.31], [0.24, 0.28, -0.12], [-0.07, 0.42, 0.20], [0.40, 0.02, 0.28], [-0.15, 0.53, -0.04], [0.00, -0.27, 0.38], [0.31, 0.14, 0.30], [-0.08, -0.05, 0.27], [0.13, 0.07, -0.67], [-0.18, -0.08, 0.10], [0.23, 0.11, 0.09], [-0.03, -0.03, -0.08], [-0.18, -0.16, 0.01], [0.18, 0.10, 0.19], [0.01, 0.04, 0.03], [-0.01, -0.01, 0.04], [-0.01, 0.02, 0.02], [-0.01, -0.01, 0.02], [-0.05, 0.01, 0.03], [-0.01, 0.03, 0.09], [0.14, -0.07, -0.52], [-0.16, -0.02, 0.12], [0.19, 0.06, 0.07], [0.04, -0.01, 0.00], [-0.17, -0.28, 0.02], [0.12, 0.03, 0.21], [0.01, 0.02, 0.01], [0.07, 0.10, 0.11], [-0.03, 0.00, 0.02], [-0.03, 0.03, 0.02], [-0.01, -0.05, 0.03], [-0.08, -0.01, -0.01], [0.50, 0.11, -0.02], [-0.11, -0.04, 0.22], [-0.05, 0.02, -0.25], [0.04, 0.00, 0.01], [0.01, -0.04, 0.24], [-0.17, -0.01, -0.21], [-0.04, 0.05, -0.02], [-0.05, 0.02, 0.02], [-0.03, 0.00, 0.00], [-0.04, -0.01, 0.00], [-0.03, 0.03, 0.03], [-0.11, 0.24, -0.16], [0.09, 0.26, -0.33], [-0.19, -0.09, -0.01], [0.22, 0.02, 0.15], [-0.01, 0.03, -0.05], [-0.21, -0.06, -0.07], [0.13, -0.03, 0.17], [0.03, -0.02, 0.04], [-0.01, -0.03, 0.02], [0.00, -0.02, 0.02], [-0.01, -0.02, 0.03], [-0.03, -0.05, -0.01], [-0.01, 0.00, -0.08], [0.06, 0.03, 0.50], [0.11, 0.09, -0.16], [-0.20, -0.16, -0.01], [0.02, 0.01, 0.09], [0.18, 0.14, -0.07], [-0.13, -0.12, -0.11], [-0.04, -0.01, -0.02], [0.00, -0.02, -0.03], [0.00, -0.02, -0.03], [0.00, 0.00, -0.02], [0.03, 0.01, -0.03], [-0.03, 0.20, 0.01], [-0.06, 0.37, 0.13], [-0.02, -0.15, 0.08], [0.07, 0.11, -0.25], [-0.01, 0.04, 0.07], [-0.03, -0.15, 0.14], [0.06, 0.01, -0.18], [-0.02, -0.05, -0.03], [-0.01, -0.04, -0.02], [0.00, -0.02, -0.02], [0.01, -0.03, -0.01], [-0.02, -0.05, 0.01]], "gap_ha": 0.24428, "homo_energy_ev": -4.6219, "multiplicity": 1, "e_above_lowest_kj_mol": 124.28, "total_charge": -1, "total_energy_ev": -180260.5845}

***

Entry 2:
{"formula": "C2H3BF3N4O2", "method": "the ωB97M-V functional and the def2-TZVPD basis", "symbols": ["O", "B", "O", "C", "N", "N", "N", "N", "C", "F", "F", "F", "H", "H", "H"], "positions_angstrom": [[2.474, -0.358, 1.155], [1.852, -0.304, -0.035], [2.334, -0.954, -1.113], [0.538, 0.652, -0.144], [0.568, 1.975, -0.329], [-0.671, 2.421, -0.351], [-1.458, 1.429, -0.191], [-0.744, 0.284, -0.055], [-1.416, -0.990, 0.148], [-2.189, -1.205, -0.913], [-0.500, -1.923, 0.276], [-2.160, -0.888, 1.246], [2.006, 0.124, 1.838], [1.839, -1.728, -1.386], [-2.472, 1.465, -0.145]], "forces_ev_per_angstrom": [[-0.47, 0.10, -0.37], [0.64, -0.20, 0.23], [-0.31, 0.15, 0.24], [0.10, -0.43, -0.04], [-0.21, 0.30, -0.01], [0.31, 0.20, -0.05], [0.13, -0.81, 0.11], [-0.14, 0.99, -0.08], [-0.73, -0.35, 0.00], [0.30, -0.09, 0.62], [-0.16, 0.16, -0.04], [0.29, -0.20, -0.57], [0.28, 0.21, 0.49], [0.04, -0.22, -0.48], [-0.07, 0.17, -0.05]], "gap_ha": 0.38969, "homo_energy_ev": -16.2374, "multiplicity": 1, "e_above_lowest_kj_mol": 0.00, "total_charge": 1, "total_energy_ev": -21000.2260}

***

Entry 3:
{"formula": "C3H7N2O2", "method": "the ωB97M-V functional and the def2-TZVPD basis", "symbols": ["C", "C", "C", "N", "N", "O", "O", "H", "H", "H", "H", "H", "H", "H"], "positions_angstrom": [[-0.462, 2.634, 0.368], [-0.852, -0.235, 0.607], [0.857, -1.186, -0.750], [0.071, 2.203, -0.607], [-0.363, -0.547, -0.492], [0.354, 1.660, -1.619], [-0.363, 3.087, 1.580], [-0.430, -0.544, 1.542], [-1.914, 0.041, 0.490], [1.626, -0.567, -1.312], [1.154, -1.374, 0.228], [0.828, -2.021, -1.468], [-0.315, 4.076, 1.750], [-1.034, -0.197, -1.335]], "forces_ev_per_angstrom": [[1.42, -0.39, -2.01], [-2.71, -0.40, 1.04], [2.35, 0.37, -2.51], [-1.40, 2.07, 3.87], [-3.05, 1.62, -5.36], [0.27, -0.99, -2.04], [-0.04, 1.13, 1.15], [0.44, 0.27, 0.42], [0.71, 0.49, 0.95], [-1.12, 0.06, 1.10], [1.57, -1.23, 1.34], [-0.78, -0.20, 0.90], [-0.21, -1.44, -0.90], [2.53, -1.36, 2.04]], "gap_ha": 0.32860, "homo_energy_ev": -13.6480, "multiplicity": 1, "e_above_lowest_kj_mol": 520.71, "total_charge": 1, "total_energy_ev": -10287.4140}

***

Entry 4:
{"formula": "C22H18F2N2O4", "method": "the ωB97M-V functional and the def2-TZVPD basis", "symbols": ["C", "C", "C", "C", "C", "C", "C", "C", "C", "C", "C", "C", "F", "C", "C", "C", "C", "C", "C", "N", "O", "O", "C", "C", "N", "O", "O", "C", "C", "F", "H", "H", "H", "H", "H", "H", "H", "H", "H", "H", "H", "H", "H", "H", "H", "H", "H", "H"], "positions_angstrom": [[-4.804, 2.725, 3.305], [-3.654, 2.304, 2.455], [-3.320, 2.938, 1.254], [-2.250, 2.498, 0.477], [-1.498, 1.380, 0.862], [-0.440, 0.812, -0.091], [0.966, 0.656, 0.461], [2.004, 0.466, -0.472], [3.264, 0.055, -0.078], [3.543, -0.175, 1.272], [4.848, -0.712, 1.738], [2.534, 0.112, 2.183], [2.786, -0.119, 3.512], [1.281, 0.587, 1.824], [-0.949, -0.535, -0.653], [-0.144, -1.243, -1.732], [-0.272, -0.920, -3.091], [0.454, -1.615, -4.058], [1.359, -2.613, -3.650], [2.305, -3.101, -4.599], [3.229, -3.843, -4.193], [2.183, -2.740, -5.794], [1.461, -2.991, -2.296], [0.739, -2.275, -1.350], [-2.416, -0.302, -1.185], [-3.338, -0.925, -0.624], [-2.560, 0.550, -2.080], [-1.793, 0.750, 2.073], [-2.856, 1.228, 2.838], [-3.120, 0.622, 4.037], [-5.391, 3.481, 2.778], [-5.462, 1.881, 3.545], [-4.485, 3.167, 4.258], [-3.906, 3.799, 0.932], [-1.986, 3.014, -0.450], [-0.356, 1.493, -0.953], [1.805, 0.617, -1.534], [4.044, -0.122, -0.819], [5.561, -0.697, 0.911], [5.257, -0.109, 2.555], [4.769, -1.746, 2.098], [0.564, 0.870, 2.589], [-1.101, -1.250, 0.171], [-0.969, -0.146, -3.406], [0.338, -1.388, -5.116], [2.107, -3.825, -2.030], [0.866, -2.521, -0.294], [-1.200, -0.095, 2.421]], "forces_ev_per_angstrom": [[-0.48, 0.29, 0.21], [0.46, -0.33, -0.18], [0.17, -0.09, 0.15], [0.18, -0.22, 0.02], [0.09, 0.22, -0.20], [-0.24, 0.91, -0.15], [0.64, -0.20, -0.07], [-0.41, 0.05, -0.03], [0.05, 0.05, 0.36], [-0.43, 0.03, 0.02], [0.63, -0.11, 0.08], [0.01, 0.05, 0.28], [-0.12, 0.31, -0.77], [-0.04, -0.31, -0.31], [-0.94, -0.72, 0.01], [0.30, -0.09, -0.33], [-0.04, -0.40, 0.03], [0.40, -0.29, 0.35], [-1.09, 1.19, 1.32], [1.95, -1.37, -2.32], [-1.84, 1.41, -0.72], [0.24, -0.74, 2.38], [0.06, 0.34, -0.68], [-0.43, 0.00, -0.10], [-1.04, 0.32, 0.28], [2.11, 1.29, -1.39], [0.10, -1.61, 1.66], [-0.41, 0.07, 0.17], [0.33, -0.15, 0.07], [0.13, 0.29, -0.73], [0.01, -0.10, 0.08], [0.17, 0.16, -0.06], [0.05, -0.16, -0.18], [0.13, -0.23, 0.07], [-0.21, -0.18, 0.26], [-0.19, -0.14, 0.21], [0.01, -0.09, 0.29], [-0.19, 0.07, 0.18], [0.00, -0.05, 0.12], [-0.06, -0.14, -0.10], [-0.05, 0.23, -0.04], [0.25, -0.24, -0.10], [-0.04, 0.35, -0.25], [0.25, -0.21, 0.10], [0.19, 0.00, 0.34], [-0.04, 0.39, 0.02], [-0.16, 0.04, -0.30], [-0.44, 0.11, -0.04]], "gap_ha": 0.29843, "homo_energy_ev": -9.3589, "multiplicity": 1, "total_energy_ev": -39706.0457}

***

Entry 5:
{"formula": "C3H6N2O", "method": "the ωB97M-V functional and the def2-TZVPD basis", "symbols": ["C", "N", "C", "O", "H", "H", "H", "H", "H", "C", "N", "H"], "positions_angstrom": [[-1.331, 0.192, 0.842], [0.036, -0.254, 0.712], [1.132, 0.534, 0.686], [2.250, 0.142, 0.395], [-1.776, -0.141, 1.784], [-1.358, 1.283, 0.803], [-1.932, -0.192, 0.012], [0.200, -1.220, 0.470], [0.911, 1.595, 0.912], [0.653, -0.641, -2.211], [-0.385, -0.848, -2.673], [1.599, -0.448, -1.732]], "forces_ev_per_angstrom": [[-0.23, 0.11, 0.05], [0.41, -0.11, 0.00], [-0.19, 0.02, -0.20], [-0.22, 0.07, 0.06], [0.06, 0.07, -0.11], [-0.02, -0.10, 0.04], [0.10, 0.09, 0.08], [-0.02, 0.01, 0.06], [0.05, -0.15, 0.05], [-0.87, -0.19, -0.40], [1.02, 0.20, 0.43], [-0.08, -0.02, -0.07]], "gap_ha": 0.41033, "homo_energy_ev": -10.1960, "multiplicity": 1, "e_above_lowest_kj_mol": 128.96, "total_energy_ev": -8235.3621}

***

Entry 6:
{"formula": "C8H7N3", "method": "the ωB97M-V functional and the def2-TZVPD basis", "symbols": ["C", "C", "C", "C", "C", "N", "C", "C", "N", "N", "C", "H", "H", "H", "H", "H", "H", "H"], "positions_angstrom": [[2.756, 0.255, 1.380], [1.743, -0.511, 1.887], [0.559, -0.591, 1.146], [0.470, 0.027, -0.029], [-0.859, -0.008, -0.801], [-0.998, -0.446, -2.025], [-2.384, -0.492, -2.286], [-2.978, -0.020, -1.118], [-2.000, 0.262, -0.294], [1.397, 0.820, -0.585], [2.556, 0.873, 0.144], [3.862, 0.388, 1.857], [1.712, -0.829, 2.855], [-0.324, -1.146, 1.768], [-2.809, -0.908, -3.057], [-3.902, 0.243, -1.167], [-2.041, 0.586, 0.507], [3.239, 1.500, -0.182]], "forces_ev_per_angstrom": [[3.26, 0.29, 0.09], [-0.76, 1.42, -1.99], [-1.13, -2.53, 4.75], [-2.64, 1.74, -3.47], [4.41, -1.47, -2.26], [-0.40, -1.08, -1.56], [4.15, 2.66, 6.74], [3.18, -2.45, -4.21], [-1.22, -1.82, -4.48], [1.91, -0.69, 1.72], [-4.42, -2.42, 0.92], [-3.08, -0.36, -0.88], [0.37, -1.28, 2.41], [1.92, 1.34, -2.30], [-1.96, -1.84, -4.33], [-5.79, 1.67, 1.15], [-1.17, 3.96, 9.59], [3.35, 2.86, -1.89]], "gap_ha": 0.34211, "homo_energy_ev": -8.6409, "multiplicity": 1, "e_above_lowest_kj_mol": 307.04, "total_energy_ev": -12876.7577}